No. 1
{
  "formula": "C11H13F3NO9S",
  "method": "ωB97M-V/def2-TZVPD",
  "species": ["O", "C", "O", "C", "C", "C", "C", "O", "C", "F", "F", "F", "N", "C", "C", "C", "O", "O", "H", "H", "H", "H", "H", "H", "H", "H", "H", "C", "C", "O", "S", "O", "O", "O", "H", "H", "H", "H"],
  "coordinates": [[0.840028, -2.985434, -0.288954], [0.198289, -2.260825, -0.994330], [-0.961609, -2.763969, -1.563250], [0.735489, -0.818916, -1.214525], [2.173864, -0.611093, -0.919934], [2.697871, 0.723648, -1.102725], [4.205632, 0.996964, -0.766160], [4.386200, 1.941069, 0.297227], [4.025849, 1.431155, 1.526697], [2.679726, 1.501240, 1.780007], [4.461927, 0.162244, 1.762399], [4.624133, 2.231989, 2.466501], [1.921057, 1.781447, -1.525111], [0.594207, 1.599714, -1.801212], [-0.098610, 0.314274, -1.672314], [-1.613639, 0.169453, -2.030867], [-1.944299, 1.229615, -2.954337], [-2.796883, 2.146552, -2.370995], [-0.923161, -2.712023, -2.539531], [2.835854, -1.438626, -0.574161], [4.645441, 1.480999, -1.686935], [4.757906, 0.033469, -0.638444], [2.383405, 2.690698, -1.621974], [0.009315, 2.486974, -2.132344], [-2.296293, 0.280662, -1.155294], [-1.817887, -0.787939, -2.580478], [-2.378623, 2.551363, -1.581142], [-2.908893, -1.921834, 3.056910], [-3.928079, -1.612801, 1.978089], [-3.850467, -0.194027, 1.797364], [-2.338009, 0.291447, 2.067588], [-1.671029, 0.410550, 0.804559], [-2.363842, 1.345409, 3.015408], [-1.805979, -1.047263, 2.787810], [-3.297142, -1.684765, 4.049907], [-2.586144, -2.961201, 3.033857], [-4.936117, -1.910380, 2.259121], [-3.659488, -2.089840, 1.031572]],
  "atomic_forces_ev_per_a": [[-0.2755, 0.7264, -0.0521], [0.4852, -0.9713, 0.1266], [0.9850, 1.0889, -0.3028], [0.4446, 1.8543, -0.5743], [-2.0528, 2.0802, -1.0149], [0.3395, -1.7254, 0.9086], [-0.4052, 0.1855, -1.9690], [-0.7473, -1.5637, 0.4274], [0.8307, 1.2579, 2.3229], [1.4088, -0.4608, -0.8123], [-0.8147, 1.2145, -0.7281], [-0.8219, -1.0427, -1.4050], [-0.6904, -2.3673, 0.3504], [-1.2533, -1.0754, 0.0890], [2.5358, -0.3367, 0.7631], [-0.0082, 0.5339, -0.7715], [1.4611, -1.0449, 0.0726], [-1.3801, 1.0720, 0.8815], [-0.1091, 0.1021, 0.5113], [-0.7906, 0.8365, -0.3121], [-0.2820, -0.3318, 1.0949], [-0.6096, 0.8399, 0.2637], [-0.4683, -0.2559, 0.0314], [0.7330, -0.7767, 0.1985], [0.8519, -0.4340, -0.6287], [0.3082, 0.9482, 0.7146], [0.2368, -0.3526, -0.4914], [-0.5267, -0.1802, 0.4652], [0.1707, -0.5887, -0.3186], [0.6468, 0.3575, 0.3140], [-0.6442, -0.7291, 0.7905], [0.1448, 0.2217, 0.5597], [0.1760, 0.0339, -0.6389], [-0.0701, 0.4976, -0.7974], [0.0074, -0.0216, -0.0448], [0.2236, 0.1581, -0.0771], [-0.0015, 0.3004, -0.0008], [-0.0385, -0.0507, 0.0540]],
  "total_charge": 1,
  "e_homo_ev": -13.418,
  "energy_ev": -50511.69315,
  "orbital_gap_ev": 8.064,
  "spin_multiplicity": 1
}

No. 2
{
  "formula": "C11H13FN3",
  "method": "ωB97M-V/def2-TZVPD",
  "species": ["H", "N", "C", "C", "C", "C", "N", "N", "C", "C", "C", "C", "F", "C", "C", "C", "H", "H", "H", "H", "H", "H", "H", "H", "H", "H", "H", "H"],
  "coordinates": [[-0.398323, -1.783167, -1.735836], [0.194661, -1.370074, -1.120293], [0.808155, -0.400826, -1.671415], [0.582189, -0.125491, -3.141587], [1.775860, 0.549039, -1.020841], [1.539602, 0.890462, 0.544269], [0.587351, 2.077592, 0.747327], [-0.559081, 1.674039, 0.953425], [-1.669568, 2.654983, 1.215201], [-0.602438, 0.251439, 1.095932], [-1.674504, -0.648918, 1.280452], [-1.438014, -1.943846, 1.621749], [-2.431283, -2.707404, 2.128827], [-0.185285, -2.409875, 1.451172], [0.893025, -1.585920, 1.191354], [0.724554, -0.195529, 0.957254], [0.951817, 0.849596, -3.458018], [-0.455422, -0.359721, -3.530648], [1.109888, -0.869927, -3.611093], [1.649306, 1.616499, -1.568085], [2.711971, 0.029795, -1.341612], [2.439854, 0.973710, 1.001687], [-2.198062, 2.530211, 0.305983], [-2.133314, 2.288204, 2.038478], [-1.393161, 3.703622, 1.504408], [-2.701227, -0.138260, 1.169156], [0.039118, -3.401475, 1.744499], [1.832330, -2.148760, 1.248255]],
  "atomic_forces_ev_per_a": [[-2.0655, -1.7615, -2.5335], [2.4311, 2.1762, 1.0196], [-2.4242, -0.0979, -0.9324], [-1.5588, 0.9487, 0.4110], [-0.5242, 2.7520, -1.0053], [-2.5922, -0.1109, -2.5989], [2.1469, 0.5326, -1.2655], [0.9985, -0.2237, 0.9637], [2.1727, 0.5678, -1.3417], [0.3792, -1.9938, -0.1698], [-2.4223, 4.0238, -0.2742], [-1.6653, 0.3083, -0.0221], [0.6722, 0.3826, -0.7785], [1.7288, -0.2048, 1.4936], [0.5011, 0.3462, 0.3955], [-2.4669, -2.8256, 2.8679], [-0.2558, -0.1185, -0.1670], [0.8587, 0.7315, 0.9101], [1.7904, -1.6056, -1.5484], [0.7552, -2.6357, 1.0330], [0.1137, 1.1594, 1.0747], [2.6221, 1.0791, 1.5341], [-1.2584, 0.5855, -0.5911], [-1.9414, -1.3726, 2.2165], [0.5458, -1.1627, -0.9895], [1.3894, -1.4065, 0.6987], [0.0623, -0.9910, 0.0459], [0.0068, 0.9174, -0.4464]],
  "total_charge": 1,
  "e_homo_ev": [-12.181, -12.182],
  "energy_ev": -18794.56852,
  "orbital_gap_ev": [7.053, 7.054],
  "spin_multiplicity": 1,
  "smiles": "[H]/N=C(\\C)C[C@H]1N=[N+](C)c2cc(F)ccc21"
}

No. 3
{
  "formula": "C11H13N2",
  "method": "ωB97M-V/def2-TZVPD",
  "species": ["C", "C", "C", "C", "C", "C", "C", "C", "C", "C", "C", "N", "N", "H", "H", "H", "H", "H", "H", "H", "H", "H", "H", "H", "H", "H"],
  "coordinates": [[-3.863108, 0.619811, 0.164265], [-2.926880, 1.634396, 0.255849], [-0.302677, -2.770522, -0.096717], [-3.412256, -0.677293, -0.001532], [-1.529141, -2.299858, -0.289719], [-1.596758, 1.491370, 0.076449], [0.802490, -1.860898, 0.046390], [-2.057859, -0.910556, -0.145932], [-1.287264, 0.154318, -0.132179], [2.834179, -0.039111, 0.766921], [1.543125, 1.582588, -0.679882], [0.725241, -0.627321, -0.206059], [1.671111, 0.321207, -0.007130], [-4.914641, 0.786041, 0.101118], [-3.428656, 2.561811, 0.449634], [-0.061397, -3.854825, -0.296146], [-4.043454, -1.564037, 0.093912], [-2.225304, -3.146108, -0.327182], [-0.977156, 2.471630, 0.069231], [1.779077, -2.280454, 0.222715], [2.808436, 0.316095, 1.763002], [3.118702, -1.031490, 0.717312], [3.609883, 0.491306, 0.226474], [1.138761, 1.470725, -1.684756], [0.758331, 2.160686, -0.289865], [2.496474, 2.144550, -0.603326]],
  "atomic_forces_ev_per_a": [[0.6342, -1.8587, -0.5408], [-2.8250, 0.6599, -0.0045], [0.7074, -0.0869, -1.1722], [-1.1588, -0.0703, 0.4925], [-1.3993, -1.0002, 1.0137], [2.5635, 1.2934, -0.3231], [0.9395, -1.3017, -0.2100], [0.5934, -3.4253, -0.3289], [3.8811, 1.3748, 0.1860], [0.4820, 2.4556, -1.5748], [0.3813, 0.0009, -0.7169], [-2.9217, 4.0699, 0.3209], [-0.7546, -2.1147, 0.2909], [-0.4863, 0.4184, 0.5414], [0.6644, 0.9092, -0.0207], [-0.3807, 1.3918, 0.7228], [-0.0983, 0.4198, -0.4246], [-0.5084, 0.8825, -0.4857], [-0.9360, -2.4165, 0.1340], [0.2149, -0.0997, 0.2175], [-0.2309, 0.2573, 1.1889], [0.2271, -2.0049, -0.0678], [0.6510, 0.0677, 0.3733], [0.9118, -0.3268, -0.5514], [-0.4522, 0.9882, 1.3068], [-0.6996, -0.4836, -0.3672]],
  "total_charge": 1,
  "e_homo_ev": [-12.054, -12.054],
  "energy_ev": -14586.49965,
  "orbital_gap_ev": [7.291, 7.290],
  "spin_multiplicity": 1
}

No. 4
{
  "formula": "C11H13N2O",
  "method": "ωB97M-V/def2-TZVPD",
  "species": ["C", "C", "C", "C", "C", "C", "C", "C", "C", "C", "C", "N", "N", "O", "H", "H", "H", "H", "H", "H", "H", "H", "H", "H", "H", "H", "H"],
  "coordinates": [[1.666241, 2.785965, 2.294287], [0.828273, 3.382800, 1.325920], [1.489735, 1.394855, 2.570848], [0.780984, 0.701042, 1.647202], [0.049334, 2.556781, 0.431736], [1.357496, -1.227569, 0.176510], [-0.533448, -2.001397, -1.423442], [-2.507782, -0.886515, -1.252707], [0.380858, -0.689440, 1.242026], [0.418474, -0.797680, -0.894768], [-0.406203, -0.019363, 0.111979], [-0.032088, 1.273552, 0.632158], [-1.614488, -1.393331, -1.998158], [-0.711406, 3.219777, -0.447989], [2.139520, 3.461961, 3.032113], [0.797871, 4.446074, 1.022991], [2.115466, 0.956857, 3.381679], [2.225797, -0.593231, 0.230281], [1.573965, -2.299955, 0.165648], [0.076552, -2.621679, -1.982962], [-0.980644, -2.458278, -0.557048], [-2.762809, -1.283828, -0.314504], [-3.377666, -0.315710, -1.705591], [0.143617, -1.404612, 2.001334], [0.910388, -0.358237, -1.774152], [-1.275872, 2.628365, -0.883938], [-1.298803, -0.749997, -2.829186]],
  "atomic_forces_ev_per_a": [[-2.6665, 1.2043, 0.1760], [0.7938, -1.0874, -0.9335], [1.6788, 0.6474, -0.1347], [-1.2466, -0.3882, 0.3762], [-0.2590, 2.8110, 0.8817], [0.2982, -0.7221, 0.5027], [1.2803, 1.5162, 3.3051], [-3.2539, 2.2750, 0.5420], [1.2875, 0.2746, 0.5723], [-0.6276, 0.3902, -1.5613], [-3.0647, -0.9055, -1.1400], [3.2452, -1.0491, 1.3942], [1.5630, 2.1785, -5.2890], [1.6175, 0.7402, 0.8830], [0.1619, -0.6551, -0.7540], [0.2091, -0.6848, 0.7063], [-0.8886, 0.0131, -0.8343], [0.7226, -0.2998, -0.3646], [0.3210, 0.2319, 0.3538], [0.6383, -1.4074, -1.4264], [0.6408, -0.8753, 0.5458], [0.0767, -0.8748, 0.9553], [1.6785, -0.1549, 0.4567], [-0.9013, -0.1236, 0.4376], [-0.4097, 0.1981, 0.0732], [-1.5311, -1.3972, -1.2217], [-1.3644, -1.8551, 1.4976]],
  "total_charge": 1,
  "e_homo_ev": [-11.046, -11.048],
  "energy_ev": -16633.77873,
  "orbital_gap_ev": [7.435, 7.437],
  "spin_multiplicity": 1
}

No. 5
{
  "formula": "C11H13NO",
  "method": "ωB97M-V/def2-TZVPD",
  "species": ["C", "C", "C", "C", "C", "C", "C", "C", "C", "C", "C", "N", "O", "H", "H", "H", "H", "H", "H", "H", "H", "H", "H", "H", "H", "H"],
  "coordinates": [[3.015073, -0.240365, 0.576045], [3.074003, 0.965800, -0.160013], [1.824522, -0.847028, 0.768601], [1.911792, 1.586145, -0.493684], [0.580380, -0.361584, 0.207400], [0.627160, 1.065664, -0.179069], [-1.665119, -0.642085, -0.714664], [-2.629237, 0.113187, 0.232072], [-1.551888, 2.285766, 0.278737], [-0.420183, -1.249670, -0.098083], [-0.438177, -2.719595, 0.134888], [-0.349281, 2.033823, -0.271993], [-2.196145, 1.289933, 0.942778], [3.923561, -0.668076, 0.972794], [4.026598, 1.413068, -0.395951], [1.788689, -1.766089, 1.331450], [1.964696, 2.566350, -0.955788], [-2.269896, -1.436058, -1.157301], [-1.376554, 0.035578, -1.525513], [-3.505181, 0.398526, -0.364867], [-2.945136, -0.553292, 1.035580], [-2.064569, 3.199597, 0.036027], [-0.269639, -3.249966, -0.806793], [-1.410142, -3.032836, 0.517849], [0.327303, -3.038118, 0.834566], [0.027375, 2.851324, -0.745066]],
  "atomic_forces_ev_per_a": [[-0.1289, -0.2286, 0.1090], [0.0381, 0.2787, -0.2126], [0.2782, -0.0971, 0.1593], [0.2150, 0.0516, 0.0286], [-0.2775, -0.1557, -0.1878], [0.3753, -0.2208, 0.0174], [0.2148, 0.2123, 0.2616], [-0.2670, -0.3069, -0.3167], [0.1842, -1.7940, -0.2677], [-0.8537, 1.8075, 0.1397], [0.2084, 0.1001, 0.0958], [-0.2239, 0.3829, 0.1170], [0.5616, 0.3071, -0.0388], [0.0462, -0.0858, 0.0707], [0.0499, 0.1047, -0.0387], [0.0221, -0.1245, 0.0168], [-0.0150, 0.0870, -0.0496], [-0.1181, 0.0492, -0.0778], [-0.0343, -0.0739, -0.0585], [0.0487, -0.0355, 0.1551], [-0.0497, 0.0166, -0.0883], [-0.0356, 0.1138, -0.0502], [-0.0285, -0.0876, -0.0247], [-0.0415, -0.0682, 0.0439], [0.0127, -0.1438, 0.0483], [-0.1816, -0.0891, 0.1483]],
  "total_charge": 0,
  "e_homo_ev": [-6.108, -5.962],
  "energy_ev": -15152.14908,
  "orbital_gap_ev": [6.765, 6.115],
  "spin_multiplicity": 1
}

No. 6
{
  "formula": "C11H13NO2S",
  "method": "ωB97M-V/def2-TZVPD",
  "species": ["C", "C", "C", "C", "C", "C", "C", "C", "C", "C", "C", "N", "O", "O", "S", "H", "H", "H", "H", "H", "H", "H", "H", "H", "H", "H", "H", "H"],
  "coordinates": [[-0.337046, -2.951861, 0.552642], [0.236092, -3.955224, -0.251268], [0.786281, -1.653177, -0.816914], [0.475256, 1.007710, 0.270069], [-0.646503, 1.073405, -0.207032], [1.243730, 0.852818, -1.158971], [1.314024, -0.484114, -1.495483], [0.625605, 0.704393, 2.815877], [-2.584436, 2.362540, -0.720278], [1.336822, 1.036950, 1.528412], [-1.922619, 1.017424, -0.958670], [-0.092953, -1.672684, 0.203250], [1.774299, 1.849860, -1.657851], [2.201494, -0.774781, -2.555394], [1.224288, -3.207441, -1.398915], [-1.055337, -2.983337, 1.387759], [0.307758, -5.038750, -0.247610], [0.146677, 1.554401, 3.270503], [1.337340, 0.348219, 3.471995], [-0.141326, -0.131203, 2.539722], [-3.591621, 2.494408, -1.243955], [-1.827641, 3.066276, -1.042221], [-2.702193, 2.443130, 0.371130], [2.234410, 0.281965, 1.484520], [1.898282, 2.043926, 1.574166], [-1.953304, 0.724063, -1.933506], [-2.486925, 0.179295, -0.477333], [2.199548, -0.188209, -3.304644]],
  "atomic_forces_ev_per_a": [[-0.7852, -0.4490, -0.0864], [-0.0185, 0.8712, 0.8908], [-0.0976, 1.4026, -0.3538], [5.6776, 0.1447, -0.3027], [-5.5464, 0.1274, -1.4566], [0.0286, 3.3382, 4.0299], [1.7263, -2.9243, -2.7943], [-2.5618, -0.8521, -2.0263], [-1.2397, -0.1206, -0.0942], [2.2494, 0.3660, -0.4762], [-0.2311, -0.3642, 4.2197], [1.3047, -0.6998, -0.8397], [-0.4303, -1.3552, -0.6024], [-1.0651, -1.5127, 1.5863], [0.2951, 0.0965, -0.4612], [0.5214, -0.9087, -0.4798], [-0.5645, 0.2756, 0.4968], [-0.5057, 0.2480, 0.0492], [1.2790, -0.9533, 1.6540], [1.2165, 1.4604, 0.9038], [1.4640, -0.1004, 0.6364], [-0.3884, 0.7206, -0.1323], [-0.2004, 0.3596, -0.4398], [-1.7431, 1.1289, -0.6527], [-1.0063, -1.3177, -0.1009], [0.8045, -0.5205, -3.1300], [0.1043, 0.5605, -0.0482], [-0.2876, 0.9783, 0.0108]],
  "total_charge": 0,
  "e_homo_ev": [-5.999, -9.172],
  "energy_ev": -28031.91639,
  "orbital_gap_ev": [6.586, 7.448],
  "s2": 2.046,
  "spin_multiplicity": 3
}

No. 7
{
  "formula": "C11H13OP",
  "method": "ωB97M-V/def2-TZVPD",
  "species": ["C", "C", "C", "C", "C", "C", "C", "C", "C", "C", "C", "O", "P", "H", "H", "H", "H", "H", "H", "H", "H", "H", "H", "H", "H", "H"],
  "coordinates": [[1.468471, 1.083263, -0.584091], [1.277771, -1.259351, -0.273406], [-0.536379, 0.090140, 0.226950], [2.043304, -0.176918, -0.730247], [0.093923, 1.211228, -0.130552], [0.001921, -1.139078, 0.242395], [-2.977295, 0.182167, 1.786054], [-2.491031, 0.263806, 0.570987], [3.430801, -0.335915, -1.217868], [-0.376943, 2.620996, -0.124712], [-0.612148, -2.333028, 0.856466], [-2.599160, -0.230878, -1.958587], [-3.506774, 0.244935, -0.899167], [2.249637, 1.848004, -0.765392], [1.646700, -2.296925, -0.398706], [-4.086581, 0.281985, 1.876094], [-2.410227, -0.066437, 2.700280], [3.564463, -1.146770, -1.829796], [3.671071, 0.593161, -1.648334], [4.127205, -0.505441, -0.405682], [-1.505261, 2.627434, 0.139668], [0.145302, 3.406257, 0.452048], [-0.421543, 2.914362, -1.073370], [-1.613850, -2.352281, 0.588171], [-0.040649, -3.198157, 0.558041], [-0.542739, -2.326565, 2.042752]],
  "atomic_forces_ev_per_a": [[0.1825, -1.1631, 0.3801], [0.6379, -1.0047, -0.7312], [-6.1429, 1.2501, 1.1441], [-1.6451, -0.2768, 1.0747], [4.1165, 2.1570, -0.7782], [1.6719, -1.3769, 0.1212], [-1.3588, -0.3163, 1.0576], [5.0875, -0.3206, -0.7763], [-0.3061, 1.0292, 2.0535], [-3.3064, -0.6967, 3.5867], [1.3911, 0.0633, 2.7617], [-0.0373, -0.0753, -0.5552], [-0.0871, 0.0934, 0.0948], [-1.4372, 0.4464, 0.0394], [0.0859, 0.7264, 0.2567], [0.8232, -0.1362, 0.2654], [-0.2832, 0.4216, -0.6019], [0.1514, -1.7913, -1.9596], [0.8384, 0.9008, -1.0310], [0.1162, 0.0890, 0.4638], [1.7547, 0.1851, 0.1419], [-0.0194, -0.8788, 0.0116], [0.1988, 1.5195, -4.1190], [-1.9770, -0.6200, -0.3753], [-0.2608, -0.4687, -0.1912], [-0.1945, 0.2437, -2.3344]],
  "total_charge": 0,
  "e_homo_ev": -8.701,
  "energy_ev": -22950.72755,
  "orbital_gap_ev": 7.998,
  "spin_multiplicity": 1
}